# 1
{
  "formula": "C6H13NO",
  "method": "the ωB97M-V functional and the def2-TZVPD basis",
  "energy_ha": -366.3223,
  "homo_energy_ev": -8.2,
  "smiles": "C=CC(N)=C(C)C.O",
  "charge": 0,
  "homo_lumo_gap_ev": 9.07,
  "elements": ["C", "N", "C", "C", "C", "C", "C", "H", "H", "H", "H", "H", "H", "H", "H", "H", "H", "H", "H", "H", "O"],
  "xyz": [[2.0904, -0.3045, -1.1007], [0.6118, -1.3053, 1.0855], [0.0297, -0.2804, 0.2350], [0.6866, 0.2538, -0.8669], [0.1375, 1.1468, -1.8538], [-1.6915, 1.4756, 0.4940], [-1.2758, 0.2276, 0.6413], [2.1833, -0.7812, -2.0495], [2.5744, -0.8544, -0.3169], [2.7164, 0.5708, -1.1590], [1.5995, -1.0624, 1.1597], [0.5394, -2.2408, 0.6800], [0.8654, 1.1744, -2.7406], [-0.8608, 0.8566, -2.3787], [-0.0894, 2.1782, -1.6687], [-2.7587, 1.6906, 0.6046], [-1.2515, 2.4217, 0.2114], [-2.0343, -0.4996, 0.9135], [-0.7480, -1.1540, 2.4212], [-1.6354, -2.1812, 3.0704], [-1.6891, -1.3322, 2.6184]],
  "lowdin_charge": [-0.055, 0.035, -0.260, -0.275, -0.103, 0.015, -0.161, 0.074, 0.053, 0.078, 0.073, 0.107, 0.098, 0.126, 0.053, 0.060, 0.056, 0.090, 0.000, 0.041, -0.104]
}

# 2
{
  "formula": "C6H13NO",
  "method": "the ωB97M-V functional and the def2-TZVPD basis",
  "energy_ha": -366.1972,
  "homo_energy_ev": -6.9,
  "charge": 0,
  "homo_lumo_gap_ev": 4.27,
  "elements": ["C", "N", "C", "C", "C", "C", "C", "H", "H", "H", "H", "H", "H", "H", "H", "H", "H", "H", "H", "H", "O"],
  "xyz": [[-2.3001, -0.2794, 1.4389], [-2.7646, -0.0798, -1.3562], [-1.4602, 0.0569, -0.8703], [-1.1646, 0.0307, 0.4753], [0.1508, 0.1287, 0.9415], [1.3072, 0.1318, 0.0521], [2.6343, -0.0872, 0.7934], [-3.1659, 0.3229, 1.1899], [-1.9526, -0.0963, 2.4574], [-2.4978, -1.3497, 1.3981], [-2.8196, -0.8621, -1.9894], [-3.2472, 0.7322, -1.7038], [-0.6113, 0.3100, -1.5121], [0.2898, 0.6500, 1.8877], [1.4030, 1.1030, -0.4942], [2.5047, -0.8781, 1.5373], [2.8341, 0.8360, 1.3472], [3.4232, -0.3268, 0.0898], [3.3680, 0.1123, -2.8397], [1.2766, -0.5990, -0.7738], [2.7922, 0.1436, -2.0692]],
  "lowdin_charge": [-0.044, 0.055, -0.062, -0.251, 0.074, -0.306, -0.105, 0.074, 0.076, 0.089, 0.097, 0.098, 0.129, 0.142, 0.150, 0.069, 0.076, 0.057, -0.111, 0.100, -0.405]
}

# 3
{
  "formula": "C6H13NO",
  "method": "the ωB97M-V functional and the def2-TZVPD basis",
  "energy_ha": -366.1828,
  "homo_energy_ev": [-6.4, -6.4],
  "charge": 0,
  "homo_lumo_gap_ev": [6.51, 6.51],
  "elements": ["C", "C", "C", "C", "C", "C", "N", "O", "H", "H", "H", "H", "H", "H", "H", "H", "H", "H", "H", "H", "H"],
  "xyz": [[0.6113, -0.1010, -0.5269], [-0.5885, 0.0588, 0.1948], [1.4407, -1.3632, -0.5150], [-1.0539, -0.9104, 1.2302], [-1.5104, 1.1976, -0.0956], [1.2073, 0.8777, 0.9753], [-0.2653, -0.1347, -2.5406], [0.7699, 0.6421, -1.6217], [-0.8067, 0.6866, -2.8375], [1.3819, -1.9482, 0.4004], [2.4786, -1.0970, -0.7123], [1.0746, -1.9503, -1.3587], [-0.2817, -1.5920, 1.5736], [-1.4994, -0.3988, 2.0852], [-1.8411, -1.5078, 0.7583], [-2.4051, 0.7887, -0.5671], [-1.8162, 1.6889, 0.8329], [-1.0585, 1.9105, -0.7781], [1.5210, 0.1845, 1.7473], [0.6049, 1.6945, 1.3597], [2.0365, 1.2735, 0.3958]],
  "lowdin_charge": [-0.570, -0.256, -0.005, -0.014, -0.034, 0.104, -0.032, -0.223, -0.044, 0.072, 0.097, 0.090, 0.078, 0.097, 0.115, 0.103, 0.093, 0.091, 0.075, 0.074, 0.089]
}

# 4
{
  "formula": "C6H13NO2",
  "method": "the ωB97M-V functional and the def2-TZVPD basis",
  "energy_ha": -441.5975,
  "homo_energy_ev": [0.6, -5.0],
  "charge": -1,
  "spin_multiplicity": 2,
  "homo_lumo_gap_ev": [3.18, 8.58],
  "elements": ["O", "C", "N", "C", "C", "C", "C", "C", "H", "H", "H", "H", "H", "H", "H", "H", "H", "H", "H", "H", "H", "O"],
  "xyz": [[-1.2417, -1.1190, 1.7207], [-0.0654, -0.8846, 1.4457], [0.2604, 0.1931, 0.7033], [1.5208, 0.4237, -0.0128], [1.3133, 1.0440, -1.3930], [-0.0641, 1.2937, -1.8673], [-1.1149, 0.4322, -1.9711], [1.0631, -1.5882, 2.1498], [-0.5605, 0.6739, 0.3595], [2.0233, -0.5187, 0.0211], [2.1557, 1.0371, 0.6402], [1.8311, 0.2850, -2.0578], [1.8991, 1.9473, -1.5358], [-0.1779, 2.2823, -2.3074], [-2.0332, 0.7403, -2.4485], [-1.0160, -0.5782, -1.5955], [1.9436, -0.9449, 2.1713], [0.7669, -1.8360, 3.1673], [1.4006, -2.4894, 1.6472], [-2.8007, 0.1037, -0.1268], [-3.4369, -0.5865, 0.9744], [-3.6664, 0.0894, 0.3154]],
  "lowdin_charge": [-0.005, -0.558, 0.054, -0.273, -0.318, -0.309, -0.135, -0.035, 0.100, 0.063, 0.091, 0.060, 0.077, 0.064, 0.015, 0.010, 0.060, 0.075, 0.072, -0.020, 0.012, -0.101]
}

# 5
{
  "formula": "C6H13NO2",
  "method": "the ωB97M-V functional and the def2-TZVPD basis",
  "energy_ha": -441.5134,
  "homo_energy_ev": -7.3,
  "charge": 0,
  "homo_lumo_gap_ev": 8.18,
  "elements": ["C", "C", "C", "C", "N", "O", "H", "H", "H", "H", "H", "H", "H", "H", "H", "C", "C", "O", "H", "H", "H", "H"],
  "xyz": [[-1.3658, 0.4409, 0.0874], [-1.4188, 0.6342, 1.5837], [-1.8532, -0.8798, -0.4515], [0.5438, 0.9226, -0.7961], [0.8986, 2.1149, -0.1705], [0.5061, 0.7276, -1.9986], [-1.7603, 1.2911, -0.4636], [1.4342, 2.7089, -0.7886], [1.3200, 1.9995, 0.7436], [-0.8071, -0.1121, 2.1006], [-1.0676, 1.6281, 1.8635], [-2.4445, 0.5298, 1.9518], [-1.5942, -0.9666, -1.5085], [-1.3937, -1.7169, 0.0830], [-2.9363, -0.9751, -0.3327], [1.9265, -1.7330, -0.6459], [1.7331, -0.4785, 0.1507], [2.3729, -0.0984, 1.0865], [0.0659, 0.0941, 0.0260], [1.7980, -1.5093, -1.7051], [2.9018, -2.1811, -0.4480], [1.1406, -2.4409, -0.3680]],
  "lowdin_charge": [-0.286, -0.096, -0.092, -0.577, 0.124, 0.010, 0.126, 0.108, 0.087, 0.082, 0.073, 0.081, 0.081, 0.076, 0.083, -0.025, -0.296, 0.071, 0.120, 0.080, 0.085, 0.084]
}

# 6
{
  "formula": "C6H13NO2",
  "method": "the ωB97M-V functional and the def2-TZVPD basis",
  "energy_ha": -441.5946,
  "homo_energy_ev": -8.7,
  "charge": 0,
  "homo_lumo_gap_ev": 9.54,
  "elements": ["C", "C", "C", "C", "C", "N", "C", "O", "O", "H", "H", "H", "H", "H", "H", "H", "H", "H", "H", "H", "H", "H"],
  "xyz": [[1.4117, -0.3980, 0.3255], [-1.2690, 0.4812, 0.4456], [1.0736, -1.5914, -0.5422], [-1.9328, -0.7939, 0.9369], [-1.4370, 0.7665, -0.9938], [0.3294, 0.4345, 0.8919], [1.6730, 0.9105, -0.3612], [2.6131, 1.6600, 0.2752], [1.2603, 1.2604, -1.4919], [2.7307, 2.4866, -0.2208], [0.4203, 0.5144, 1.8964], [2.1665, -0.6032, 1.0838], [-1.5761, 1.3311, 1.0617], [0.4127, -1.3172, -1.3602], [1.9924, -1.9784, -0.9818], [0.6078, -2.3767, 0.0511], [-3.0135, -0.6845, 0.8576], [-1.6357, -1.6484, 0.3321], [-1.6786, -0.9998, 1.9768], [-1.6302, -0.1202, -1.5979], [-2.1637, 1.5477, -1.1746], [-0.3548, 1.1190, -1.4102]],
  "lowdin_charge": [-0.264, -0.330, -0.028, -0.078, -0.091, 0.040, -0.532, 0.084, -0.012, 0.125, 0.118, 0.148, 0.129, 0.074, 0.087, 0.076, 0.080, 0.064, 0.073, 0.072, 0.072, 0.095]
}